(1)
The following is a quantum chemistry calculation of an isolated molecule of C9H11O3P, from the OMol25 dataset.

- highest occupied orbital energy (eV) = -9.01
- SMILES = C=C[C@@H](OP(O)O)c1ccccc1
- relative energy (zero: lowest compared OMol25 entry of this formula, charge and spin) (kcal/mol) = 43.5
- LUMO level (eV) = 0.81

Each line ends with the Löwdin charge.
Positions of all 24 atoms, in Å:
C -0.042 0.925 -2.676  -0.0697
C -0.891 1.219 -1.657  -0.0841
C 0.972 0.020 -2.442  -0.0582
C -0.701 0.818 -0.339  -0.0397
C 1.061 -0.558 -1.226  -0.0385
C 0.303 -0.111 -0.138  -0.2354
C 1.220 1.535 1.981  0.0574
C 0.899 0.278 2.336  -0.0795
C 0.604 -0.743 1.228  -0.2166
O -2.378 -2.046 -0.318  -0.2843
O -2.322 -3.341 1.779  -0.2497
O -0.703 -1.543 1.660  -0.3700
P -1.283 -2.807 0.665  0.7639
H -0.325 1.393 -3.535  0.0784
H -1.741 1.942 -1.773  0.1260
H 1.628 -0.299 -3.114  0.0684
H -1.209 0.962 0.584  0.1203
H 1.749 -1.281 -1.182  0.0786
H 1.470 2.160 2.735  0.0197
H 1.402 1.901 0.976  0.0793
H 0.943 -0.114 3.240  0.0539
H 1.431 -1.538 1.390  0.1645
H -1.993 -1.731 -1.181  0.0668
H -2.276 -2.976 2.654  0.0484


(2)
The following is a quantum chemistry calculation of a cluster of 16 separate species, C42H124B2Cl2N8O20 in total, from the OMol25 dataset.

- highest occupied orbital energy (eV) = -8.49
- LUMO level (eV) = -0.57

Each line ends with the Löwdin charge.
Positions of all 198 atoms, in Å:
O 2.806 -2.223 4.824  0.3342
H 3.664 -1.911 5.121  0.1772
H 2.342 -2.817 5.418  0.1780
H 2.247 -1.502 4.527  0.0773
O -0.305 -0.426 1.890  0.1971
H 0.257 -0.207 2.637  -0.0015
H 0.188 -0.473 1.067  0.0219
H -1.077 0.143 1.839  0.0573
O 4.214 0.649 2.752  0.2468
H 4.116 0.876 1.824  0.0629
H 4.502 1.440 3.215  0.1691
H 3.303 0.499 3.015  -0.0036
O 1.704 -2.934 -1.488  0.1785
H 2.165 -3.309 -0.733  0.0635
H 0.832 -3.325 -1.580  0.0380
H 1.519 -2.002 -1.355  0.0094
Cl 6.312 -2.550 2.514  0.5939
O 4.892 -2.354 2.511  -0.3947
O 6.979 -1.990 1.382  -0.3538
O 6.804 -1.914 3.679  -0.3640
O 6.603 -3.951 2.634  -0.3431
Cl -0.107 -4.635 3.271  0.5579
O -1.080 -5.102 4.225  -0.3489
O -0.278 -5.351 2.042  -0.3850
O -0.380 -3.306 2.932  -0.3600
O 1.159 -4.845 3.795  -0.3410
B 1.026 -0.489 -0.509  -0.4246
H 0.149 -0.976 -0.908  0.0047
H 1.463 -1.033 0.314  0.0269
H 1.738 -0.527 -1.319  0.0053
H 0.894 0.522 -0.156  0.0102
B 1.705 0.224 3.493  -0.3912
H 1.809 1.240 3.145  -0.0027
H 2.392 0.052 4.307  -0.0031
H 0.717 0.059 3.896  0.0290
H 1.945 -0.500 2.731  0.0261
C -2.808 1.562 4.056  -0.0383
C -2.665 2.327 2.782  -0.3704
C -1.532 3.344 2.577  -0.1697
O -1.775 4.039 1.377  -0.2118
C -1.105 5.235 1.178  -0.1026
N -2.317 1.281 1.795  0.0597
H -2.892 2.239 4.906  0.0831
H -1.923 0.936 4.165  0.0796
H -3.734 0.990 3.999  0.0763
H -3.609 2.786 2.489  0.1331
H -0.530 2.918 2.513  0.1171
H -1.406 4.134 3.317  0.1170
H -1.456 5.690 0.251  0.0922
H -0.026 5.076 1.185  0.0768
H -1.341 5.935 1.979  0.0888
H -2.131 1.898 1.017  0.0665
H -3.222 0.911 1.542  0.0435
C -2.451 -5.313 -1.474  -0.0444
C -0.969 -4.947 -1.746  -0.3733
C -0.816 -4.553 -3.249  -0.1733
O 0.498 -4.094 -3.593  -0.2074
C 0.629 -3.833 -5.012  -0.0773
N -0.624 -3.836 -0.886  0.0752
H -3.199 -4.569 -1.746  0.0732
H -2.588 -5.411 -0.397  0.0829
H -2.731 -6.280 -1.891  0.0803
H -0.325 -5.768 -1.432  0.1425
H -1.508 -3.750 -3.504  0.0992
H -1.136 -5.395 -3.864  0.1261
H 0.830 -4.817 -5.437  0.0887
H 1.540 -3.334 -5.343  0.0785
H -0.181 -3.268 -5.474  0.0785
H -1.447 -3.252 -0.858  0.0882
H -0.565 -4.326 -0.004  0.0702
C 1.635 2.617 6.556  -0.0798
C 0.951 3.595 5.636  -0.3833
C 0.994 5.032 6.200  -0.1890
O 0.058 5.787 5.444  -0.2120
C -0.246 7.081 5.937  -0.1028
N 1.807 3.514 4.380  0.0528
H 2.678 2.908 6.676  0.0827
H 1.714 1.614 6.137  0.0593
H 1.193 2.550 7.550  0.0805
H -0.068 3.251 5.459  0.1261
H 1.967 5.484 6.012  0.1284
H 0.803 5.023 7.274  0.1225
H -1.111 7.523 5.443  0.0815
H 0.541 7.725 5.544  0.0861
H -0.431 7.114 7.011  0.0891
H 1.604 2.620 3.958  -0.0083
H 1.544 4.258 3.750  0.0558
C 2.750 -6.353 -0.290  -0.0329
C 3.800 -5.343 0.305  -0.3729
C 4.974 -5.016 -0.650  -0.1905
O 5.736 -6.147 -1.114  -0.1758
C 6.971 -5.764 -1.813  -0.0665
N 2.979 -4.212 0.621  0.0607
H 3.224 -7.329 -0.391  0.0773
H 2.322 -6.068 -1.251  0.0669
H 1.880 -6.407 0.364  0.0646
H 4.243 -5.837 1.170  0.1457
H 5.682 -4.354 -0.151  0.1067
H 4.559 -4.448 -1.483  0.1058
H 7.665 -5.388 -1.062  0.0892
H 6.834 -5.006 -2.585  0.0623
H 7.470 -6.574 -2.345  0.0808
H 3.487 -3.582 1.224  0.0643
H 2.258 -4.531 1.253  0.0721
C 6.382 -1.855 -2.670  -0.0542
C 5.361 -0.909 -2.069  -0.3828
C 4.135 -0.644 -3.019  -0.2136
O 4.546 0.004 -4.192  -0.1880
C 3.411 0.321 -5.049  -0.0669
N 4.830 -1.567 -0.897  0.0658
H 6.756 -1.453 -3.611  0.0707
H 6.072 -2.876 -2.892  0.0677
H 7.333 -1.720 -2.154  0.0862
H 5.774 0.084 -1.889  0.1319
H 3.425 0.028 -2.536  0.0880
H 3.562 -1.553 -3.202  0.1207
H 3.002 -0.597 -5.469  0.0755
H 3.820 0.858 -5.905  0.0891
H 2.608 0.835 -4.519  0.0674
H 4.595 -2.549 -0.932  0.0346
H 5.554 -1.586 -0.193  0.0386
C 2.130 3.169 0.480  -0.0351
C 3.121 2.366 -0.338  -0.3960
C 4.441 3.037 -0.727  -0.1647
O 4.179 4.106 -1.634  -0.1728
C 3.975 3.591 -2.935  -0.0980
N 3.281 1.103 0.369  0.0615
H 2.359 3.245 1.543  0.0692
H 1.173 2.664 0.345  0.0663
H 1.918 4.170 0.102  0.0819
H 2.562 2.094 -1.234  0.1127
H 5.140 2.297 -1.116  0.1123
H 4.848 3.513 0.166  0.1295
H 2.957 3.258 -3.135  0.0733
H 4.865 3.018 -3.194  0.0976
H 4.071 4.467 -3.577  0.0881
H 2.370 0.669 0.404  0.0158
H 3.695 0.435 -0.266  0.0618
C -3.388 -1.179 -2.584  -0.0186
C -2.470 -0.137 -3.276  -0.4171
C -3.237 0.499 -4.494  -0.1178
C -2.605 1.768 -5.084  -0.1993
C -2.380 2.795 -4.010  -0.1440
C -1.471 2.214 -2.819  -0.4122
N -2.095 0.956 -2.354  -0.1273
O -1.682 0.593 -1.101  -0.0200
C 0.033 2.091 -3.225  -0.0035
C -1.664 3.339 -1.758  -0.0371
C -1.234 -0.889 -3.929  -0.0171
H -4.334 -0.809 -2.191  0.0696
H -2.915 -1.693 -1.747  0.0634
H -3.707 -1.980 -3.251  0.0844
H -3.271 -0.230 -5.303  0.1128
H -4.283 0.771 -4.351  0.1027
H -3.203 2.189 -5.892  0.1166
H -1.586 1.608 -5.436  0.0954
H -3.372 3.049 -3.637  0.0988
H -1.957 3.659 -4.522  0.1202
H 0.149 2.478 -4.237  0.0815
H 0.646 2.761 -2.622  0.0606
H 0.381 1.077 -3.025  0.0651
H -1.030 3.155 -0.890  0.0536
H -1.507 4.384 -2.025  0.0918
H -2.657 3.207 -1.328  0.0771
H -0.669 -0.230 -4.588  0.0715
H -1.694 -1.684 -4.515  0.0665
H -0.461 -1.304 -3.282  0.0736
H -0.833 0.158 -1.211  0.0125
C -6.284 0.923 2.235  -0.0096
C -6.187 0.098 0.875  -0.4646
C -7.533 -0.530 0.588  -0.1654
C -8.606 0.430 0.108  -0.1685
C -8.150 1.211 -1.166  -0.0995
C -6.755 1.893 -0.904  -0.4758
N -5.855 0.860 -0.333  -0.0921
O -4.566 1.376 -0.260  -0.0380
C -6.180 2.314 -2.249  -0.0413
C -6.983 3.148 -0.010  -0.0216
C -5.152 -1.050 1.191  -0.0059
H -5.487 1.666 2.220  0.0578
H -6.314 0.362 3.170  0.0831
H -7.233 1.460 2.249  0.0550
H -7.419 -1.281 -0.194  0.1196
H -7.867 -1.099 1.456  0.1250
H -8.867 1.036 0.975  0.0944
H -9.555 -0.061 -0.108  0.1072
H -8.808 2.043 -1.416  0.1128
H -8.050 0.572 -2.043  0.1142
H -6.957 2.901 -2.739  0.0893
H -5.232 2.849 -2.312  0.0696
H -6.036 1.503 -2.962  0.0732
H -7.413 3.976 -0.572  0.0823
H -7.627 2.980 0.854  0.0635
H -6.050 3.513 0.418  0.0782
H -4.215 -0.496 1.230  0.0461
H -4.914 -1.773 0.411  0.0762
H -5.393 -1.570 2.118  0.0901
H -4.236 1.158 -1.134  0.0628


(3)
The following is a quantum chemistry calculation of the ion C3H6O3P with charge -1, from the OMol25 dataset.

- highest occupied orbital energy (eV) = -4.53
- SMILES = CC1(C)O[P@]1(=O)[O-]
- relative energy (zero: lowest compared OMol25 entry of this formula, charge and spin) (kcal/mol) = 21.5
- net charge = -1
- LUMO level (eV) = 4.09

Each line ends with the Löwdin charge.
Positions of all 13 atoms, in Å:
C -0.018 -0.035 0.067  -0.6353
C 0.880 -1.211 -0.002  -0.0897
C 0.763 1.312 -0.076  -0.0478
O -2.320 1.328 -0.414  -0.3558
O -2.529 -1.256 -0.402  -0.3571
O -0.796 -0.060 1.282  -0.2093
P -1.803 -0.012 -0.096  0.3474
H 0.245 -1.998 -0.017  0.0183
H 1.613 -1.417 0.840  0.0940
H 1.528 -1.135 -0.942  0.0945
H -0.153 1.910 -0.160  0.0572
H 1.310 1.122 -0.913  0.0259
H 1.278 1.451 0.832  0.0574


(4)
The following is a quantum chemistry calculation of a structure of composition C26H48IrOP2, from the OMol25 dataset.

- expectation value of S² = 6.0199
- highest occupied orbital energy (alpha / beta) (eV) = -8.44 / -10.99
- 2S+1 = 5
- relative energy (zero: lowest compared OMol25 entry of this formula, charge and spin) (kcal/mol) = 2.3
- net charge = +1
- LUMO level (alpha / beta) (eV) = -1.66 / -4.83

Each line ends with the Mulliken spin population.
Positions of all 78 atoms, in Å:
Ir 0.199 -0.119 1.003  1.8420
C -1.907 1.718 0.556  0.3876
C -2.461 0.852 -0.399  0.1564
C -1.821 -0.482 1.402  0.1020
C -1.491 0.949 1.716  0.1088
C -2.440 -0.464 0.082  0.3705
C -1.975 3.198 0.516  -0.0057
H -1.700 3.593 -0.471  0.0016
H -1.320 3.658 1.263  0.0024
H -2.998 3.551 0.721  0.0198
C -1.601 1.510 3.105  0.0070
H -1.633 2.603 3.080  0.0028
H -0.761 1.217 3.735  0.0058
H -2.529 1.164 3.587  0.0027
C -2.278 -1.483 2.422  0.0078
H -3.376 -1.506 2.445  -0.0004
H -1.947 -1.252 3.433  -0.0009
H -1.933 -2.489 2.159  0.0130
C -3.154 -1.611 -0.514  0.0370
H -4.223 -1.387 -0.641  0.0165
H -3.071 -2.511 0.102  -0.0015
H -2.754 -1.849 -1.504  0.0090
C -3.126 1.294 -1.648  -0.0028
H -4.154 1.637 -1.457  0.0092
H -3.180 0.475 -2.369  -0.0025
H -2.586 2.130 -2.111  -0.0011
C 1.405 0.375 -1.963  0.0767
C 0.334 1.163 -2.180  0.1740
C -0.213 1.415 -3.557  0.0052
C -1.145 0.318 -4.125  0.0026
C -1.122 -0.974 -3.358  0.0081
C -0.032 -1.737 -3.275  0.0141
C 1.297 -1.377 -3.875  -0.0122
C 2.115 -0.306 -3.108  0.0442
H 0.607 1.569 -4.282  0.0033
H -0.864 0.140 -5.180  -0.0009
H -0.776 2.365 -3.543  0.0003
H 2.443 0.448 -3.848  0.0017
H 1.888 0.312 -0.991  -0.1185
H -0.150 1.724 -1.383  -0.0628
H 3.043 -0.775 -2.746  0.0023
H 1.897 -2.300 -3.932  -0.0004
H -0.118 -2.802 -3.025  0.0049
H 1.173 -1.043 -4.919  0.0004
H -2.175 0.701 -4.164  0.0007
H -2.117 -1.385 -3.150  -0.0057
P 1.799 1.741 1.224  0.1326
C 1.700 2.555 2.864  0.0003
H 2.580 3.205 2.992  0.0001
H 1.691 1.807 3.670  0.0070
H 0.790 3.168 2.926  -0.0054
C 3.575 1.330 1.018  0.0484
H 4.174 2.206 1.304  0.0076
H 3.782 1.069 -0.026  -0.0014
H 3.820 0.484 1.670  -0.0095
C 1.594 3.149 0.082  0.0269
H 1.771 2.819 -0.949  0.0044
H 2.318 3.937 0.345  0.0035
H 0.576 3.552 0.152  -0.0093
P 1.064 -2.263 0.659  0.0814
C -0.141 -3.125 -0.379  0.0321
H 0.356 -3.964 -0.885  -0.0032
H -0.536 -2.434 -1.132  -0.0084
H -0.975 -3.506 0.224  0.0076
C 2.654 -2.159 -0.202  0.0856
H 2.495 -1.784 -1.218  -0.0174
H 3.104 -3.159 -0.243  0.0090
H 3.323 -1.480 0.341  -0.0228
C 1.326 -3.477 1.998  0.0099
H 1.595 -4.446 1.547  0.0013
H 0.404 -3.608 2.585  -0.0021
H 2.138 -3.139 2.657  0.0039
C 0.607 -0.803 4.132  0.0765
C 1.253 -0.580 2.785  0.2590
O 2.485 -0.717 2.778  0.0552
H 0.797 -1.836 4.458  -0.0044
H -0.462 -0.635 4.143  0.0118
H 1.074 -0.139 4.876  -0.0053


Number 1: total energy -916.594577 hartree. Number 2: total energy -4586.426398 hartree. Number 3: total energy -685.076333 hartree. Number 4: total energy -1881.351850 hartree.